Entry 1:
Here is a 2-piece molecular cluster, C25H24Br2N overall from the OMol25 dataset. Energies are from ωB97M-V/def2-TZVPD.

Bonds (Å) are listed after each position.
Atoms and positions in Å:
1 Br 3.53394 2.30872 4.75670  C2 1.891
2 C 2.72192 1.51927 3.24176  Br1 1.891, C3 1.404, C17 1.403
3 C 2.19714 2.33655 2.22831  C2 1.404, C4 1.385, H18 1.088
4 C 1.56912 1.74712 1.14415  C3 1.385, C5 1.418, H19 1.092
5 C 1.52610 0.33913 0.98242  C4 1.418, C6 1.430, C16 1.425
6 C 0.97430 -0.24399 -0.20037  C5 1.430, C7 1.391, H20 1.093
7 C 1.10562 -1.59251 -0.51578  C6 1.391, C8 1.389, H21 1.094
8 C 0.54213 -2.17093 -1.64642  C7 1.389, C9 1.431, H22 1.091
9 C 0.48711 -3.58022 -1.88903  C8 1.431, C10 1.422, C15 1.426
10 C 0.04595 -4.08110 -3.14458  C9 1.422, C11 1.391, H23 1.094
11 C -0.04423 -5.44805 -3.38525  C10 1.391, C12 1.408, H24 1.084
12 C 0.31761 -6.35706 -2.37305  C11 1.408, Br13 1.889, C14 1.402
13 Br 0.16362 -8.21337 -2.68563  C12 1.889
14 C 0.76584 -5.89560 -1.12693  C12 1.402, C15 1.396, H25 1.084
15 C 0.85423 -4.52347 -0.88450  C9 1.426, C14 1.396, H26 1.089
16 C 2.05459 -0.46477 2.03302  C5 1.425, C17 1.392, H27 1.091
17 C 2.64792 0.12122 3.14802  C2 1.403, C16 1.392, H28 1.085
18 H 2.26793 3.42001 2.29907  C3 1.088
19 H 1.08179 2.35751 0.38114  C4 1.092
20 H 0.45076 0.42017 -0.89308  C6 1.093
21 H 1.71166 -2.23070 0.13464  C7 1.094
22 H 0.13655 -1.51041 -2.41476  C8 1.091
23 H -0.21529 -3.36360 -3.92737  C10 1.094
24 H -0.38884 -5.81510 -4.34509  C11 1.084
25 H 1.03547 -6.61350 -0.36031  C14 1.084
26 H 1.19596 -4.17743 0.08964  C15 1.089
27 H 1.99498 -1.55263 1.96897  C16 1.091
28 H 3.04708 -0.49455 3.94748  C17 1.085
29 C 0.94503 3.57350 -2.22253  C30 1.520, H40 1.094, H41 1.104, H42 1.101
30 C -0.45407 3.09767 -1.86879  C29 1.520, C31 1.515, N32 1.277
31 C -1.57617 3.55044 -2.78094  C30 1.515, H43 1.090, H44 1.102, H45 1.099
32 N -0.63710 2.36833 -0.83677  C30 1.277, C33 1.477
33 C -2.00626 2.21542 -0.30565  N32 1.477, C34 1.506, H46 1.101, H47 1.105
34 C -2.06707 1.66269 1.09420  C33 1.506, C35 1.400, C39 1.396
35 C -2.30121 2.54607 2.15537  C34 1.400, C36 1.395, H48 1.095
36 C -2.32917 2.05966 3.46205  C35 1.395, C37 1.399, H49 1.092
37 C -2.12052 0.69747 3.70403  C36 1.399, C38 1.400, H50 1.088
38 C -1.90142 -0.18179 2.63743  C37 1.400, C39 1.396, H51 1.091
39 C -1.91369 0.29414 1.32471  C34 1.396, C38 1.396, H52 1.096
40 H 0.93902 4.05444 -3.20465  C29 1.094
41 H 1.29301 4.30029 -1.46852  C29 1.104
42 H 1.65157 2.72904 -2.22601  C29 1.101
43 H -1.16347 4.00454 -3.68146  C31 1.090
44 H -2.20299 2.69325 -3.07573  C31 1.102
45 H -2.22614 4.28262 -2.28126  C31 1.099
46 H -2.50031 3.19800 -0.26048  C33 1.101
47 H -2.60177 1.56004 -0.96617  C33 1.105
48 H -2.44972 3.60891 1.93766  C35 1.095
49 H -2.51867 2.74682 4.28888  C36 1.092
50 H -2.13955 0.31757 4.72298  C37 1.088
51 H -1.73516 -1.24438 2.81807  C38 1.091
52 H -1.76515 -0.37546 0.47038  C39 1.096

Summary:
LUMO level, eV: -5.48
Charge: +1
HOMO energy, eV: -11.47
Orbital gap, Ha: 0.2204
Spin multiplicity: 1

Entry 2:
Here is a 2-piece molecular cluster, CH3ClNO overall from the OMol25 dataset. Energies are from ωB97M-V/def2-TZVPD.

Bonds (Å) are listed after each position.
Atoms and positions in Å:
1 C -0.56112 -0.79857 0.78906  H5 1.073, H6 1.070, H7 1.071
2 N 0.57689 1.36560 -0.57614  O3 1.206, Cl4 1.952
3 O 1.76549 1.26701 -0.39844  N2 1.206
4 Cl 0.06708 0.89943 -2.40144  N2 1.952
5 H -1.31825 -1.09233 0.08827  C1 1.073
6 H 0.32617 -1.39503 0.84054  C1 1.070
7 H -0.85628 -0.24611 1.65815  C1 1.071

Summary:
LUMO level (spin up / spin down), eV: 4.18 / 4.71
Charge: -1
HOMO energy (spin up / spin down), eV: -2.00 / -3.60
Orbital gap (spin up / spin down), Ha: 0.2272 / 0.3053
Spin multiplicity: 1

> Which formula does entry 2 have?

CH3ClNO

> Which formula does entry 2 have?

CH3ClNO